i | C2H4N4O | ωB97M-V with the def2-TZVPD basis set

XYZ file:
```
11
Properties=species:S:1:pos:R:3
C -0.679 1.061 -1.293
N -0.656 0.000 -0.612
N 0.543 -0.568 -0.068
N 1.614 0.254 0.202
N 0.022 -1.199 1.072
C -1.211 -1.310 1.144
O -2.233 -1.709 1.554
H 0.224 1.586 -1.592
H -1.633 1.403 -1.665
H 1.536 0.760 1.083
H 2.475 -0.279 0.174
```

- LUMO: 0.80 eV
- Total charge: 0
- SMILES: C=NN(N)N=C=O
- Molecular weight: 100.08 g/mol
- HOMO: -0.33174 Ha

Charges per atom according to Löwdin partitioning, unit e: atom 1 (C): -0.008, atom 2 (N): -0.013, atom 3 (N): -0.255, atom 4 (N): 0.040, atom 5 (N): 0.087, atom 6 (C): -0.327, atom 7 (O): 0.163, atom 8 (H): 0.069, atom 9 (H): 0.070, atom 10 (H): 0.088, atom 11 (H): 0.086


ii | C2H4N4O | ωB97M-V with the def2-TZVPD basis set

XYZ file:
```
11
Properties=species:S:1:pos:R:3
N 0.940 0.004 0.094
N -0.419 0.244 -0.190
C -1.130 1.463 -0.086
N -2.427 1.257 0.069
C -2.644 -0.095 0.058
O -3.629 -0.727 0.022
N -1.273 -0.797 -0.045
H 1.496 -0.594 -0.629
H 0.831 -0.487 0.966
H -0.646 2.446 -0.149
H -1.114 -1.657 -0.555
```

- LUMO: 0.55 eV
- Total charge: 0
- SMILES: Nn1cnc(=O)[nH]1
- Molecular weight: 100.08 g/mol
- HOMO: -0.32369 Ha

Charges per atom according to Löwdin partitioning, unit e: atom 1 (N): 0.057, atom 2 (N): -0.256, atom 3 (C): -0.061, atom 4 (N): 0.121, atom 5 (C): -0.528, atom 6 (O): 0.094, atom 7 (N): 0.098, atom 8 (H): 0.132, atom 9 (H): 0.074, atom 10 (H): 0.131, atom 11 (H): 0.138


iii | C2H4N4O | ωB97M-V with the def2-TZVPD basis set

XYZ file:
```
11
Properties=species:S:1:pos:R:3
H -2.585 1.555 0.653
N -2.425 0.572 0.500
C -1.255 0.206 0.195
N -0.937 -1.048 -0.206
N 0.419 -1.244 -0.394
C 0.896 -0.073 -0.183
N 2.194 0.344 -0.339
O -0.025 0.876 0.169
H -1.636 -1.763 -0.265
H 2.516 0.996 0.363
H 2.838 -0.421 -0.493
```

- LUMO: 0.77 eV
- Total charge: 0
- SMILES: [H]/N=c1/[nH]nc(N)o1
- Molecular weight: 100.08 g/mol
- HOMO: -0.30186 Ha

Charges per atom according to Löwdin partitioning, unit e: atom 1 (H): 0.042, atom 2 (N): 0.129, atom 3 (C): -0.483, atom 4 (N): 0.041, atom 5 (N): 0.115, atom 6 (C): -0.470, atom 7 (N): 0.150, atom 8 (O): 0.121, atom 9 (H): 0.148, atom 10 (H): 0.102, atom 11 (H): 0.105


iv | C2H4N4O | ωB97M-V with the def2-TZVPD basis set

XYZ file:
```
11
Properties=species:S:1:pos:R:3
N 1.256 1.235 0.058
N 0.349 0.173 -0.230
N -0.876 0.620 0.065
C -1.691 -0.480 0.049
N -0.928 -1.437 -0.113
C 0.471 -1.207 -0.060
O 1.592 -1.812 0.073
H 1.709 0.845 0.758
H 2.098 1.008 -0.659
H -1.151 1.746 -0.217
H -2.830 -0.692 0.276
```

- LUMO: 0.56 eV
- Total charge: 0
- SMILES: Nn1[nH]cnc1=O
- Molecular weight: 100.08 g/mol
- HOMO: -0.33035 Ha

Charges per atom according to Löwdin partitioning, unit e: atom 1 (N): 0.114, atom 2 (N): -0.172, atom 3 (N): 0.003, atom 4 (C): -0.213, atom 5 (N): 0.088, atom 6 (C): -0.403, atom 7 (O): -0.009, atom 8 (H): 0.002, atom 9 (H): 0.166, atom 10 (H): 0.257, atom 11 (H): 0.167


Energies relative to the most stable structure, in kcal/mol: i 70.8; ii 37.0; iii 0.0; iv 82.8.


i | C2H4N4O | ωB97M-V with the def2-TZVPD basis set

XYZ file:
```
11
Properties=species:S:1:pos:R:3
H 0.785 2.442 -0.078
N 1.003 1.520 0.096
C 0.055 0.829 0.191
N -1.278 1.036 -0.014
C -1.783 -0.144 -0.035
O -0.973 -1.166 0.109
N 0.325 -0.611 0.639
N 1.149 -1.194 -0.220
H -2.774 -0.398 -0.062
H 1.547 -0.560 -0.793
H 1.944 -1.754 0.167
```

- LUMO: 0.90 eV
- Total charge: 0
- SMILES: [H]/N=c1\ncon1N
- Molecular weight: 100.08 g/mol
- HOMO: -0.36192 Ha

Charges per atom according to Löwdin partitioning, unit e: atom 1 (H): 0.051, atom 2 (N): 0.201, atom 3 (C): -0.499, atom 4 (N): 0.156, atom 5 (C): -0.193, atom 6 (O): -0.008, atom 7 (N): -0.024, atom 8 (N): 0.043, atom 9 (H): 0.111, atom 10 (H): 0.031, atom 11 (H): 0.131


ii | C2H4N4O | ωB97M-V with the def2-TZVPD basis set

XYZ file:
```
11
Properties=species:S:1:pos:R:3
N 0.192 0.086 -2.210
C -0.048 0.107 -0.851
N -1.135 0.647 -0.340
N -0.903 0.498 1.005
C 0.271 -0.108 1.188
O 0.734 -0.341 2.418
N 0.857 -0.390 0.049
H -0.644 0.259 -2.750
H 0.672 -0.750 -2.520
H -1.546 0.847 1.695
H 1.549 -0.853 2.317
```

- LUMO: 0.75 eV
- Total charge: 0
- SMILES: Nc1n[nH]c(O)n1
- Molecular weight: 100.08 g/mol
- HOMO: -0.31398 Ha

Charges per atom according to Löwdin partitioning, unit e: atom 1 (N): 0.111, atom 2 (C): -0.502, atom 3 (N): 0.079, atom 4 (N): 0.059, atom 5 (C): -0.481, atom 6 (O): 0.111, atom 7 (N): 0.171, atom 8 (H): 0.086, atom 9 (H): 0.087, atom 10 (H): 0.156, atom 11 (H): 0.124


iii | C2H4N4O | ωB97M-V with the def2-TZVPD basis set

XYZ file:
```
11
Properties=species:S:1:pos:R:3
N -1.826 0.244 0.167
N -0.790 -0.657 -0.227
C 0.476 -0.263 -0.091
C 1.055 0.966 -0.034
N 2.350 0.798 -0.073
O 2.631 -0.558 0.126
N 1.327 -1.337 -0.024
H -2.637 -0.252 0.815
H -2.167 0.922 -0.767
H -0.985 -1.688 -0.075
H 0.565 1.824 0.183
```

- LUMO: 0.39 eV
- Total charge: 0
- SMILES: NNc1cnon1
- Molecular weight: 100.08 g/mol
- HOMO: -0.32091 Ha

Charges per atom according to Löwdin partitioning, unit e: atom 1 (N): -0.074, atom 2 (N): -0.105, atom 3 (C): -0.415, atom 4 (C): -0.090, atom 5 (N): 0.085, atom 6 (O): -0.123, atom 7 (N): 0.154, atom 8 (H): 0.147, atom 9 (H): 0.170, atom 10 (H): 0.167, atom 11 (H): 0.084


Energies relative to the most stable structure, in kcal/mol: i 89.7; ii 0.0; iii 136.7.


i | C2H4N4O | ωB97M-V with the def2-TZVPD basis set

XYZ file:
```
11
Properties=species:S:1:pos:R:3
N -2.450 0.307 -0.066
N -1.457 -0.691 0.041
C -0.233 -0.335 -0.044
N 0.864 -1.212 -0.031
C 1.867 -0.422 0.064
N 1.569 0.891 -0.035
O 0.136 0.964 -0.145
H -2.111 1.087 0.492
H -3.208 -0.148 0.399
H 2.897 -0.700 0.086
H 1.854 1.521 0.703
```

- LUMO: 0.60 eV
- Total charge: 0
- SMILES: N/N=c1/nc[nH]o1
- Molecular weight: 100.08 g/mol
- HOMO: -0.30273 Ha

Charges per atom according to Löwdin partitioning, unit e: atom 1 (N): 0.008, atom 2 (N): 0.006, atom 3 (C): -0.472, atom 4 (N): 0.161, atom 5 (C): -0.189, atom 6 (N): 0.062, atom 7 (O): 0.025, atom 8 (H): 0.065, atom 9 (H): 0.060, atom 10 (H): 0.128, atom 11 (H): 0.145


ii | C2H4N4O | ωB97M-V with the def2-TZVPD basis set

XYZ file:
```
11
Properties=species:S:1:pos:R:3
N 0.594 -0.812 1.944
C 0.073 -0.410 0.744
N -1.233 -0.260 0.478
C -1.245 0.316 -0.690
N 0.009 0.425 -1.150
O 0.244 1.100 -2.371
N 0.956 0.100 -0.236
H -0.037 -1.286 2.633
H 1.528 -1.141 2.011
H -2.174 0.491 -1.307
H 1.286 1.477 -2.055
```

- LUMO: 0.72 eV
- Total charge: 0
- SMILES: Nc1ncn(O)n1
- Molecular weight: 100.08 g/mol
- HOMO: -0.30491 Ha

Charges per atom according to Löwdin partitioning, unit e: atom 1 (N): 0.107, atom 2 (C): -0.456, atom 3 (N): 0.100, atom 4 (C): -0.167, atom 5 (N): -0.261, atom 6 (O): -0.028, atom 7 (N): 0.128, atom 8 (H): 0.119, atom 9 (H): 0.075, atom 10 (H): 0.151, atom 11 (H): 0.232


iii | C2H4N4O | ωB97M-V with the def2-TZVPD basis set

XYZ file:
```
11
Properties=species:S:1:pos:R:3
C 1.742 0.173 0.064
O 0.854 -1.175 -0.042
C -0.475 -0.787 -0.197
N -1.573 -1.452 -0.018
N -2.632 -0.487 0.047
N -2.025 0.650 0.105
N -0.788 0.544 -0.306
H 1.096 0.704 1.084
H 1.649 0.611 -0.944
H 2.701 -0.262 0.351
H -0.550 1.482 -0.144
```

- LUMO: 0.33 eV
- Total charge: 0
- SMILES: COc1nnn[nH]1
- Molecular weight: 100.08 g/mol
- HOMO: -0.37009 Ha

Charges per atom according to Löwdin partitioning, unit e: atom 1 (C): 0.040, atom 2 (O): -0.102, atom 3 (C): -0.449, atom 4 (N): 0.081, atom 5 (N): 0.013, atom 6 (N): -0.058, atom 7 (N): 0.024, atom 8 (H): 0.180, atom 9 (H): 0.081, atom 10 (H): 0.073, atom 11 (H): 0.119


iv | C2H4N4O | ωB97M-V with the def2-TZVPD basis set

XYZ file:
```
11
Properties=species:S:1:pos:R:3
N -1.819 0.327 0.745
C -0.517 0.091 0.318
N -0.233 -1.360 0.083
N 0.741 -1.412 -0.682
C 1.124 -0.004 -0.865
N 2.206 0.492 -0.458
O -0.048 0.681 -0.928
H -2.087 1.298 0.648
H -2.476 -0.284 0.286
H 0.260 0.420 1.033
H 2.849 -0.250 -0.180
```

- LUMO: -0.06 eV
- Total charge: 0
- Molecular weight: 100.08 g/mol
- HOMO: -0.37964 Ha

Charges per atom according to Löwdin partitioning, unit e: atom 1 (N): 0.114, atom 2 (C): -0.445, atom 3 (N): 0.102, atom 4 (N): 0.104, atom 5 (C): -0.507, atom 6 (N): 0.198, atom 7 (O): 0.025, atom 8 (H): 0.098, atom 9 (H): 0.088, atom 10 (H): 0.153, atom 11 (H): 0.071


Energies relative to the most stable structure, in kcal/mol: i 13.4; ii 7.1; iii 46.3; iv 0.0.


i | C2H4N4O | ωB97M-V with the def2-TZVPD basis set

XYZ file:
```
11
Properties=species:S:1:pos:R:3
N -1.702 0.333 -1.343
C -0.934 -0.611 -0.780
N 0.412 -0.948 -0.728
N 1.157 -0.229 0.238
C 0.662 0.445 1.268
O 1.726 0.814 2.013
N -0.853 -1.660 -0.094
H -1.298 0.836 -2.122
H -2.698 0.174 -1.379
H 2.148 -0.434 0.144
H 1.381 1.280 2.782
```

- LUMO: 0.81 eV
- Total charge: 0
- Molecular weight: 100.08 g/mol
- HOMO: -0.32648 Ha

Charges per atom according to Löwdin partitioning, unit e: atom 1 (N): 0.179, atom 2 (C): -0.559, atom 3 (N): -0.008, atom 4 (N): -0.046, atom 5 (C): -0.173, atom 6 (O): -0.030, atom 7 (N): 0.201, atom 8 (H): 0.110, atom 9 (H): 0.109, atom 10 (H): 0.135, atom 11 (H): 0.081


ii | C2H4N4O | ωB97M-V with the def2-TZVPD basis set

XYZ file:
```
11
Properties=species:S:1:pos:R:3
C 2.386 -0.369 0.128
N 1.398 0.667 -0.173
C 0.078 0.315 -0.062
N -0.937 1.133 0.146
N -2.009 0.283 -0.003
N -1.682 -0.887 0.008
O -0.203 -0.970 -0.067
H 3.325 -0.070 -0.204
H 2.420 -0.726 1.170
H 2.179 -1.228 -0.536
H 1.532 1.739 -0.137
```

- LUMO: 0.66 eV
- Total charge: 0
- SMILES: CNc1nnno1
- Molecular weight: 100.08 g/mol
- HOMO: -0.35965 Ha

Charges per atom according to Löwdin partitioning, unit e: atom 1 (C): -0.076, atom 2 (N): 0.009, atom 3 (C): -0.504, atom 4 (N): 0.077, atom 5 (N): -0.031, atom 6 (N): 0.054, atom 7 (O): 0.034, atom 8 (H): 0.058, atom 9 (H): 0.097, atom 10 (H): 0.095, atom 11 (H): 0.187


iii | C2H4N4O | ωB97M-V with the def2-TZVPD basis set

XYZ file:
```
11
Properties=species:S:1:pos:R:3
N -1.291 -1.752 -0.456
C -0.545 -0.667 -0.037
N -0.589 -0.214 1.199
N 0.348 0.788 1.153
C 0.857 0.865 -0.077
O 1.797 1.770 -0.369
N 0.328 -0.030 -0.878
H -2.057 -1.962 0.170
H -1.579 -1.693 -1.422
H 0.577 1.330 1.969
H 2.151 1.544 -1.240
```

- LUMO: 0.75 eV
- Total charge: 0
- SMILES: Nc1n[nH]c(O)n1
- Molecular weight: 100.08 g/mol
- HOMO: -0.31348 Ha

Charges per atom according to Löwdin partitioning, unit e: atom 1 (N): 0.112, atom 2 (C): -0.500, atom 3 (N): 0.078, atom 4 (N): 0.058, atom 5 (C): -0.479, atom 6 (O): 0.110, atom 7 (N): 0.170, atom 8 (H): 0.087, atom 9 (H): 0.085, atom 10 (H): 0.156, atom 11 (H): 0.123


iv | C2H4N4O | ωB97M-V with the def2-TZVPD basis set

XYZ file:
```
11
Properties=species:S:1:pos:R:3
H -2.478 1.002 -1.571
N -2.092 1.056 -0.579
C -1.015 0.387 -0.408
N -0.262 -0.363 -1.331
C 0.816 -0.538 -0.671
N 0.948 0.092 0.549
O 1.686 -0.699 1.450
N -0.289 0.472 0.832
H 1.642 -1.140 -0.862
H 1.215 -1.648 1.407
H -0.172 1.379 1.185
```

- LUMO: 0.05 eV
- Total charge: 0
- SMILES: [H]/N=c1\ncn(O)[nH]1
- Molecular weight: 100.08 g/mol
- HOMO: -0.33546 Ha

Charges per atom according to Löwdin partitioning, unit e: atom 1 (H): 0.077, atom 2 (N): 0.111, atom 3 (C): -0.473, atom 4 (N): 0.167, atom 5 (C): -0.149, atom 6 (N): -0.219, atom 7 (O): -0.017, atom 8 (N): 0.091, atom 9 (H): 0.116, atom 10 (H): 0.168, atom 11 (H): 0.128


Energies relative to the most stable structure, in kcal/mol: i 113.0; ii 63.7; iii 0.0; iv 84.9.